Record 1
{"formula": "C22H25N6Ru", "method": "ωB97M-V/def2-TZVPD", "e_homo_ev": [-12.7, -14.0], "relative_energy_kcal_mol": 15.95, "charge": 2, "multiplicity": 6, "homo_lumo_gap_ev": [6.494, 6.228], "total_energy_ev": -34727.89013, "elements": ["Ru", "N", "C", "C", "N", "C", "C", "N", "H", "H", "H", "H", "H", "H", "H", "H", "H", "H", "H", "H", "H", "C", "C", "N", "C", "C", "C", "C", "C", "C", "C", "N", "C", "C", "C", "C", "C", "C", "C", "C", "N", "C", "H", "H", "H", "H", "H", "H", "H", "H", "H", "H", "H", "H"], "coordinates": [[0.196, 0.161, 0.214], [0.288, -0.002, 2.461], [1.430, 0.818, 2.941], [2.720, 0.396, 2.245], [2.645, 0.495, 0.773], [3.234, 1.721, 0.213], [2.346, 2.933, 0.465], [0.953, 2.621, 0.098], [-0.553, 0.308, 2.937], [0.427, -0.955, 2.784], [1.567, 0.719, 4.020], [1.205, 1.860, 2.726], [2.944, -0.639, 2.515], [3.536, 1.013, 2.632], [3.146, -0.287, 0.371], [3.355, 1.569, -0.862], [4.223, 1.915, 0.642], [2.735, 3.775, -0.110], [2.388, 3.215, 1.516], [0.814, 2.816, -0.888], [0.317, 3.229, 0.601], [-3.676, 2.355, 0.388], [-2.546, 1.637, 0.759], [-1.627, 1.232, -0.112], [-1.793, 1.516, -1.436], [-2.901, 2.276, -1.886], [-3.852, 2.687, -0.934], [-3.019, 2.578, -3.259], [-2.103, 2.076, -4.151], [-1.049, 1.267, -3.733], [-0.840, 0.983, -2.379], [0.138, 0.196, -1.822], [1.015, -0.670, -2.436], [1.507, -0.629, -3.744], [2.302, -1.653, -4.252], [2.649, -2.740, -3.484], [2.245, -2.803, -2.135], [2.586, -3.869, -1.282], [2.166, -3.851, 0.027], [1.428, -2.768, 0.487], [1.092, -1.740, -0.287], [1.462, -1.752, -1.597], [-4.403, 2.638, 1.136], [-2.381, 1.385, 1.798], [-4.720, 3.249, -1.255], [-3.846, 3.189, -3.595], [-2.211, 2.299, -5.204], [-0.408, 0.845, -4.486], [1.312, 0.228, -4.368], [2.647, -1.599, -5.275], [3.252, -3.539, -3.897], [3.170, -4.699, -1.660], [2.406, -4.665, 0.697], [1.097, -2.728, 1.517]]}


Record 2
{"formula": "C17H31CaCl3O2P2", "method": "ωB97M-V/def2-TZVPD", "e_homo_ev": [-4.3, -4.3], "relative_energy_kcal_mol": 0.00, "charge": 0, "homo_lumo_gap_ev": [4.131, 4.124], "total_energy_ev": -96805.28147, "elements": ["P", "P", "C", "C", "H", "H", "H", "H", "C", "H", "H", "H", "C", "H", "H", "H", "C", "H", "H", "H", "C", "H", "H", "H", "Ca", "C", "C", "C", "C", "C", "C", "C", "C", "C", "H", "H", "H", "H", "H", "H", "H", "H", "H", "H", "H", "H", "H", "H", "H", "Cl", "C", "Cl", "Cl", "C", "O", "O"], "coordinates": [[1.142, -2.214, 1.461], [2.016, 2.356, 1.359], [0.784, -0.431, 1.039], [2.020, 0.473, 0.939], [-0.007, -0.017, 1.710], [0.348, -0.488, 0.009], [2.785, 0.092, 1.655], [2.391, 0.454, -0.108], [0.419, 3.191, 0.951], [-0.460, 2.722, 1.407], [0.255, 3.232, -0.131], [0.515, 4.245, 1.293], [2.789, 3.055, -0.180], [2.053, 3.268, -0.967], [3.543, 2.377, -0.581], [3.272, 3.999, 0.099], [-0.153, -3.184, 0.601], [-0.265, -4.141, 1.132], [0.109, -3.439, -0.434], [-1.142, -2.687, 0.621], [2.730, -2.745, 0.817], [3.375, -1.892, 0.581], [2.590, -3.353, -0.091], [3.235, -3.357, 1.579], [-1.938, -0.126, -0.471], [-0.990, 1.515, -1.756], [-2.330, 1.541, -2.022], [-3.054, 0.584, -2.928], [-2.284, -0.719, -3.383], [-1.498, -1.468, -2.327], [-0.227, -1.152, -1.956], [0.715, -0.199, -2.649], [0.077, 1.197, -2.806], [0.850, -2.695, 3.145], [-0.635, 2.026, -0.867], [-2.928, 2.395, -1.660], [-3.406, 1.126, -3.821], [-4.010, 0.322, -2.409], [-3.070, -1.435, -3.706], [-1.668, -0.498, -4.281], [-1.956, -2.423, -1.998], [0.337, -1.892, -1.388], [1.062, -0.596, -3.630], [1.643, -0.115, -2.042], [0.860, 1.974, -2.792], [-0.351, 1.280, -3.809], [1.321, -2.002, 3.848], [1.274, -3.700, 3.278], [-0.231, -2.728, 3.353], [-2.267, 1.317, 5.415], [-1.585, 0.618, 3.987], [0.223, 0.613, 4.055], [-2.206, -1.057, 3.844], [-1.965, 1.413, 2.658], [-2.167, 2.617, 2.824], [-1.940, 0.751, 1.532]]}


Record 3
{"formula": "C31H32F5N2RhSe", "method": "ωB97M-V/def2-TZVPD", "e_homo_ev": [-7.2, -7.4], "charge": 0, "multiplicity": 5, "homo_lumo_gap_ev": [7.672, 5.610], "total_energy_ev": -117586.31232, "elements": ["Rh", "C", "C", "C", "C", "C", "C", "C", "C", "C", "C", "H", "H", "H", "H", "H", "H", "H", "H", "H", "H", "H", "H", "H", "H", "H", "C", "C", "C", "C", "C", "C", "C", "C", "C", "C", "N", "C", "C", "C", "C", "C", "N", "H", "H", "H", "H", "H", "H", "H", "H", "H", "H", "H", "H", "H", "H", "H", "H", "H", "F", "C", "C", "F", "C", "F", "C", "Se", "C", "F", "C", "F"], "coordinates": [[1.040, -0.228, -0.148], [2.993, -0.883, -1.892], [2.366, 0.392, -1.929], [2.872, 1.137, -0.802], [3.748, 0.284, -0.063], [3.849, -0.933, -0.742], [4.835, -2.007, -0.427], [4.498, 0.674, 1.167], [2.821, 2.616, -0.609], [1.722, 0.980, -3.153], [2.932, -1.921, -2.955], [5.796, -1.762, -0.891], [4.523, -2.976, -0.813], [5.002, -2.081, 0.647], [5.506, 1.013, 0.907], [4.596, -0.161, 1.861], [3.991, 1.485, 1.688], [2.524, 2.873, 0.409], [2.130, 3.091, -1.302], [3.820, 3.027, -0.777], [2.490, 1.238, -3.888], [1.160, 1.883, -2.915], [1.039, 0.272, -3.624], [3.783, -1.792, -3.632], [2.020, -1.846, -3.546], [2.986, -2.925, -2.533], [-2.385, -0.395, -3.261], [-1.907, 0.766, -2.381], [-2.687, 0.854, -1.094], [-3.801, 1.676, -1.015], [-4.561, 1.730, 0.143], [-4.194, 0.963, 1.234], [-3.091, 0.115, 1.194], [-2.734, -0.654, 2.444], [-3.715, -1.792, 2.747], [-2.341, 0.052, 0.006], [-1.210, -0.782, -0.097], [-1.341, -2.066, 0.014], [-0.232, -2.926, 0.100], [-0.167, -4.323, 0.246], [1.175, -4.630, 0.424], [1.871, -3.412, 0.379], [1.031, -2.394, 0.179], [-1.918, -0.346, -4.247], [-3.467, -0.358, -3.394], [-2.131, -1.352, -2.803], [-2.012, 1.708, -2.923], [-0.850, 0.620, -2.156], [-4.070, 2.286, -1.869], [-5.432, 2.371, 0.198], [-4.769, 1.031, 2.151], [-2.750, 0.042, 3.287], [-1.721, -1.049, 2.378], [-4.730, -1.408, 2.857], [-3.439, -2.294, 3.675], [-3.725, -2.535, 1.948], [-2.336, -2.512, 0.046], [-1.003, -5.005, 0.219], [1.614, -5.605, 0.568], [2.926, -3.255, 0.532], [-3.184, 4.760, 2.477], [-2.253, 3.811, 2.415], [-1.538, 3.613, 1.250], [-1.773, 4.376, 0.181], [-0.578, 2.624, 1.200], [0.085, 2.460, 0.036], [-0.279, 1.803, 2.281], [1.053, 0.465, 2.276], [-1.019, 2.034, 3.441], [-0.793, 1.275, 4.515], [-1.988, 3.014, 3.515], [-2.677, 3.194, 4.644]]}